[1]
A molecular structure, C24H56N3O7V at a distorted geometry, computed with the ωB97M-V functional and the def2-TZVPD basis.

Computed properties:
⟨S²⟩	0.77
HOMO (spin up / spin down)	-8.86 / -8.76	eV
total charge	+1
multiplicity	2
lowest unoccupied orbital energy (spin up / spin down)	-2.26 / -2.00	eV

Structure (XYZ):
```
91
C24H56N3O7V the ωB97M-V functional and the def2-TZVPD basis
O 8.7348 30.8958 15.2154
V 9.0004 30.4469 13.7398
C 6.0226 27.7762 11.3210
C 5.5188 29.2347 11.5002
C 4.0577 29.2226 11.0884
C 3.1109 28.6723 12.1350
C 3.3392 29.3766 13.4637
C 4.7876 29.2678 13.9613
N 5.6959 29.6933 12.8876
O 7.0063 29.7021 13.3244
C 5.0916 27.8540 14.4866
C 4.9135 30.3328 15.0627
C 6.2883 30.1306 10.5536
H 6.1686 27.5712 10.2556
H 5.3168 27.0434 11.7087
H 6.9947 27.5694 11.7744
H 3.8807 28.7123 10.1374
H 3.7102 30.2414 10.8671
H 3.1398 27.5840 12.2556
H 2.0893 28.8661 11.7947
H 2.7047 28.9299 14.2330
H 2.9716 30.3955 13.3160
H 5.6105 27.8745 15.4453
H 5.6547 27.2715 13.7630
H 4.1912 27.2635 14.6827
H 4.1053 30.1900 15.7824
H 4.8349 31.3125 14.5938
H 5.8813 30.2644 15.5607
H 7.3594 30.0917 10.7268
H 5.9538 31.1612 10.7066
H 6.1076 29.9052 9.5016
C 6.8387 36.2679 14.7615
C 7.3724 35.0224 15.4458
C 6.4094 33.8545 15.3092
O 8.6335 34.5950 14.9276
H 7.6110 37.0460 14.7867
H 5.9760 36.6755 15.2837
H 6.6380 36.0799 13.7051
H 7.4401 35.3066 16.5023
H 5.6199 33.8802 16.0604
H 6.8884 32.8805 15.4331
H 5.9311 33.8357 14.3264
H 9.2425 35.3425 14.9280
C 11.9743 30.2028 14.7308
O 11.0289 30.8820 13.9299
C 11.2979 32.2765 13.7203
C 10.3827 32.6575 12.5879
N 8.9404 32.5161 12.9856
C 8.0888 32.6668 11.7883
C 7.5563 34.0376 11.4879
O 8.6107 34.9805 11.3572
C 8.2212 36.1980 10.7408
H 11.8447 30.4641 15.7864
H 13.0142 30.4208 14.4767
H 11.8794 29.1200 14.6807
H 12.3458 32.4125 13.4452
H 11.1322 32.8501 14.6367
H 10.6420 32.1266 11.6756
H 10.4721 33.7233 12.3490
H 8.8204 33.3921 13.5103
H 7.2468 31.9761 11.7513
H 8.6385 32.3074 10.9104
H 6.8097 34.4176 12.1902
H 7.1200 33.9768 10.4817
H 8.0546 36.0458 9.6702
H 9.0533 36.8743 10.9140
H 7.3038 36.5821 11.1976
C 8.6060 28.0440 15.8575
O 9.1807 28.4523 14.6254
C 9.2984 27.4105 13.6814
C 10.0719 27.8494 12.4623
N 9.5289 29.1331 11.9380
C 10.2971 29.5789 10.7435
C 10.0972 28.6712 9.5471
O 8.7225 28.5644 9.2837
C 8.4662 27.8786 8.0762
H 9.2881 27.3855 16.3977
H 7.6150 27.6049 15.7563
H 8.4821 28.9442 16.4554
H 8.3054 27.0605 13.3836
H 9.8198 26.5278 14.0700
H 10.0124 27.0650 11.7029
H 11.1491 27.9764 12.6023
H 8.6551 28.8557 11.4771
H 11.3679 29.6803 10.9367
H 9.9596 30.5754 10.4570
H 10.5648 27.6792 9.6142
H 10.6274 29.1225 8.6938
H 9.1343 27.0249 7.9205
H 8.5657 28.5317 7.2055
H 7.4567 27.4742 8.1137
```

***

[2]
8 unconnected molecules or ions with the total composition C24H56N8O8 at a distorted geometry, computed with the ωB97M-V functional and the def2-TZVPD basis.

Computed properties:
HOMO	-9.17	eV
relative energy (zero: lowest compared OMol25 entry of this formula, charge and spin)	21.076	eV
total charge	0
lowest unoccupied orbital energy	0.03	eV

Structure (XYZ):
```
96
C24H56N8O8 the ωB97M-V functional and the def2-TZVPD basis
C 1.2805 -1.5626 0.0480
N 1.1985 -0.1256 -0.1260
C -0.1735 0.3764 0.0670
C 2.2795 0.5094 -0.3980
O 2.2175 1.6474 -0.8410
H 1.5965 -2.3446 -0.7510
H 0.2545 -2.1886 0.2260
H 2.0355 -1.6676 0.8750
H -0.6875 0.3634 -0.9440
H -0.1755 1.2124 0.5380
H -0.9325 -0.3006 0.5700
H 3.2065 0.0634 -0.4520
C 5.1275 -2.0916 3.9170
N 4.6075 -2.7626 2.8060
C 4.8915 -2.1416 1.5280
C 3.6025 -3.5806 2.9670
O 2.8405 -3.9116 2.0260
H 5.4665 -2.8216 4.6370
H 4.4785 -1.3366 4.3920
H 6.0625 -1.7546 3.9240
H 4.4005 -1.0806 1.4820
H 4.9035 -2.7066 0.6080
H 5.9935 -1.9536 1.6690
H 3.3645 -3.9756 3.9230
C 1.2655 0.3154 3.6220
N 1.2035 0.3084 5.2000
C 2.1295 -0.4156 5.7740
C 0.1335 0.9104 5.8900
O 0.1585 0.9994 7.1500
H 1.9295 1.1814 3.4860
H 0.3155 0.2094 3.2060
H 1.9525 -0.4876 3.4990
H 3.0195 0.0004 5.8450
H 2.1875 -1.3616 5.2830
H 2.0215 -0.6906 7.0290
H -0.6115 1.3394 5.3670
C -4.0715 3.7594 2.8340
N -3.7915 2.4054 2.4590
C -3.4985 1.9414 1.0270
C -3.6445 1.5314 3.4770
O -3.3735 0.3204 3.2510
H -3.2755 4.1254 3.5560
H -5.0815 4.0084 3.4500
H -4.1695 4.4354 2.0530
H -3.7895 1.0694 0.7870
H -2.5115 2.0224 0.7460
H -3.9285 2.6484 0.4760
H -3.7955 2.0124 4.5340
C 2.2745 4.3434 -2.9070
N 2.4005 4.5704 -4.3650
C 2.2135 3.5424 -5.2890
C 2.5385 5.8024 -4.7890
O 2.7495 6.0584 -5.9770
H 3.0695 4.2264 -2.2890
H 1.5125 3.4564 -2.9360
H 1.8465 5.1164 -2.5100
H 2.1355 2.5714 -5.0060
H 2.8825 3.5544 -6.1080
H 1.2715 3.5754 -5.5890
H 2.4295 6.4854 -4.1080
C 0.8305 -1.2116 -4.3770
N -0.3375 -2.0076 -4.7990
C -0.9955 -2.6096 -3.6450
C -0.8495 -2.2766 -5.9950
O -1.6645 -3.1036 -6.2770
H 1.3735 -1.6336 -3.7020
H 0.7245 -0.3096 -4.0660
H 1.5245 -0.8836 -5.3610
H -0.3235 -3.5116 -3.4280
H -2.0025 -2.8976 -3.9200
H -0.5815 -1.8426 -2.8840
H -0.2415 -1.4416 -6.6200
C -0.9425 -2.4436 2.7080
N -1.5005 -3.7066 2.1200
C -2.4945 -3.5216 1.1300
C -0.9855 -4.8466 2.5010
O -1.2585 -5.9676 1.9840
H -0.0295 -2.1346 2.3760
H -1.1545 -2.3676 3.8140
H -1.6605 -1.5486 2.5530
H -3.0585 -4.3496 1.2640
H -1.9965 -3.6896 0.1170
H -2.9385 -2.4336 1.1670
H -0.3285 -4.8196 3.3100
C -4.2775 -0.1446 -3.7590
N -3.8835 1.2874 -3.2360
C -2.4465 1.5104 -3.3830
C -4.7815 2.3194 -3.1810
O -4.3945 3.5074 -2.9410
H -3.7115 -0.8006 -4.1570
H -5.0175 0.0304 -4.2230
H -4.6585 -0.6726 -2.8430
H -1.7365 0.7174 -3.6670
H -2.2595 1.7634 -2.3570
H -1.9655 2.2574 -3.8110
H -5.9125 2.0274 -3.2290
```